Record 1
ORCA calculation (ωB97M-V/def2-TZVPD) on C29H24N4O8 as an isolated structure in a non-equilibrium geometry.

Structure (XYZ):
```
65
Properties=species:S:1:pos:R:3
O -4.58347 -1.78050 -1.19676
C -4.65614 -0.68181 -0.84799
O -3.84412 0.46487 -1.14229
C -2.84859 0.12007 -2.01096
H -3.03133 -0.96777 -2.67279
H -2.95558 0.89824 -2.64078
C -1.65559 -0.01114 -1.05232
C -1.54987 1.36239 -0.40131
H -1.99353 2.23122 -0.90790
H -2.08794 1.09157 0.60280
O -0.29286 1.87727 0.20810
C 0.33604 2.69376 -0.62077
O 0.02907 2.95248 -1.62130
C 1.79696 2.96229 0.09287
C 2.09043 2.59053 1.25614
C 3.32249 2.82097 1.93579
C 4.33912 3.20530 0.94899
N 3.96003 3.59313 -0.27794
C 2.87364 3.51386 -0.83351
H 2.51862 3.68230 -1.68600
H 5.27870 3.57140 1.09262
H 3.57205 2.75284 2.98369
H 1.34319 2.33890 2.11385
C -1.56681 -1.14658 -0.24159
H -1.41543 -1.87939 -1.33974
H -2.33112 -1.28374 0.17057
O -0.41213 -1.40169 0.50023
C 0.61190 -1.91746 0.23421
O 0.51240 -2.89857 -0.53968
C 1.69282 -2.00006 1.33857
C 1.74319 -0.79039 2.11690
C 2.78116 -0.86750 2.90130
C 3.80306 -1.80206 2.97235
N 3.67748 -2.99111 2.09209
C 2.63702 -2.98847 1.29839
H 2.67503 -3.56256 0.65474
H 4.66957 -1.82465 3.42238
H 2.91417 -0.01788 4.00512
H 0.94164 -0.10441 2.18262
C -0.57041 0.30611 -2.18572
H -0.54208 -0.67059 -2.88200
H -0.59604 1.23358 -2.52566
O 0.72999 -0.07605 -1.67717
C 1.62039 -0.97906 -2.35886
O 1.30843 -1.26116 -3.52783
C 3.09793 -1.10668 -1.66696
C 3.86907 -2.19369 -1.98688
C 5.09195 -2.41797 -1.28312
C 5.27054 -1.31409 -0.37758
N 4.32149 -0.34013 0.13266
C 3.35594 -0.18596 -0.63594
H 2.73110 0.63095 -0.32117
H 6.33286 -1.45294 0.21424
H 5.70659 -3.15381 -1.47236
H 3.61925 -2.79221 -2.73524
C -5.88469 -0.19353 0.25651
C -6.12024 0.94399 0.46454
C -7.25753 1.26991 1.41255
C -8.01247 0.31642 1.68419
N -7.74006 -1.02447 1.49792
C -6.79581 -1.33280 0.33265
H -6.70728 -2.28363 0.14961
H -8.85155 0.38032 2.23822
H -7.49818 2.22107 1.86189
H -5.37445 1.67075 0.30082
```

LUMO level: -0.014 hartree
total charge: 0
HOMO level: -0.3263 Eh
orbital gap: 8.5 eV

Here is what Mulliken gives for the atomic charges, in e: number 1, O, carries -0.500; number 2, C, carries 0.486; number 3, O, carries -0.267; number 4, C, carries -1.388; number 5, H, carries 0.280; number 6, H, carries 0.745; number 7, C, carries 2.719; number 8, C, carries -1.333; number 9, H, carries 0.549; number 10, H, carries 0.028; number 11, O, carries -0.142; number 12, C, carries 0.464; number 13, O, carries -0.412; number 14, C, carries -0.451; number 15, C, carries 0.789; number 16, C, carries -0.714; number 17, C, carries -0.484; number 18, N, carries -0.689; number 19, C, carries -0.649; number 20, H, carries 0.919; number 21, H, carries 0.585; number 22, H, carries 0.447; number 23, H, carries 0.238; number 24, C, carries -2.312; number 25, H, carries 0.446; number 26, H, carries 1.657; number 27, O, carries -0.093; number 28, C, carries 0.748; number 29, O, carries -0.716; number 30, C, carries 0.218; number 31, C, carries -0.872; number 32, C, carries -0.165; number 33, C, carries -0.609; number 34, N, carries -0.712; number 35, C, carries -0.753; number 36, H, carries 1.510; number 37, H, carries 0.616; number 38, H, carries 0.078; number 39, H, carries 0.598; number 40, C, carries -2.370; number 41, H, carries 0.546; number 42, H, carries 0.916; number 43, O, carries 0.162; number 44, C, carries 0.355; number 45, O, carries -0.640; number 46, C, carries 0.413; number 47, C, carries -0.635; number 48, C, carries -0.882; number 49, C, carries -0.383; number 50, N, carries -0.273; number 51, C, carries -0.551; number 52, H, carries 0.874; number 53, H, carries 0.163; number 54, H, carries 0.678; number 55, H, carries 0.703; number 56, C, carries 0.272; number 57, C, carries 0.078; number 58, C, carries -0.594; number 59, C, carries -0.373; number 60, N, carries -0.523; number 61, C, carries -0.687; number 62, H, carries 0.513; number 63, H, carries 0.512; number 64, H, carries 0.367; number 65, H, carries 0.496

Record 2
ORCA calculation (ωB97M-V/def2-TZVPD) on C33H34N2O2PRu as an isolated structure in a non-equilibrium geometry.

Structure (XYZ):
```
73
Properties=species:S:1:pos:R:3
Ru -0.24950 0.05208 0.74185
C -0.93552 0.82423 5.88416
C -0.14588 -0.04115 4.88250
C 0.20295 -1.38410 5.51953
C -0.93593 -0.18366 3.57979
C -1.29480 -1.41636 3.03896
C -2.26234 -1.52072 2.03163
C -2.89450 -0.40210 1.50037
C -4.08861 -0.52895 0.58196
C -2.41796 0.83869 1.92145
C -1.43094 0.93717 2.92436
H -0.40420 0.85536 6.84150
H -1.93242 0.39870 6.06274
H -1.05974 1.85711 5.54236
H 0.78391 0.47228 4.65601
H -0.70061 -1.96413 5.74686
H 0.72847 -1.21314 6.46191
H 0.86163 -1.98591 4.88096
H -0.88605 -2.32353 3.46362
H -2.58263 -2.50536 1.70732
H -3.79028 -0.69606 -0.46360
H -4.71121 0.36809 0.61808
H -4.70225 -1.37935 0.87943
H -2.90419 1.74885 1.58619
H -1.15934 1.91606 3.29571
O 3.48918 -0.36895 3.05379
C 2.68913 -0.28171 2.08548
O 1.41701 -0.27375 2.18137
C 3.30995 -0.18939 0.70859
P 1.92985 -0.05376 -0.47622
C 1.62327 1.74596 -0.59490
C 1.45853 2.50943 0.56448
C 1.12172 3.85966 0.48022
C 0.94265 4.45608 -0.75746
C 1.08667 3.69798 -1.91849
C 1.41867 2.34907 -1.84076
C 2.64816 -0.46201 -2.06613
C 1.97521 -1.32874 -2.93277
C 2.49659 -1.58083 -4.19795
C 3.68316 -0.98003 -4.58193
C 4.35849 -0.12444 -3.70944
C 3.84257 0.14178 -2.45021
H 3.88724 -1.09155 0.52596
H 3.98055 0.65979 0.66758
H 1.65794 2.08530 1.53621
H 1.01522 4.44735 1.38779
H 0.71492 5.51700 -0.82278
H 0.95739 4.16473 -2.89078
H 1.52325 1.76902 -2.75256
H 1.04694 -1.80351 -2.62008
H 1.97793 -2.24913 -4.88113
H 4.09446 -1.17804 -5.56613
H 5.28959 0.33935 -4.01436
H 4.36608 0.82405 -1.78520
N -1.34787 1.25467 -0.93070
C -1.67961 0.43859 -2.08089
C -2.22413 0.94707 -3.22026
C -2.57765 0.09454 -4.29832
C -2.36473 -1.24609 -4.20218
C -1.77828 -1.78500 -3.03438
C -1.52265 -3.16324 -2.87040
C -0.95623 -3.61820 -1.71948
C -0.63050 -2.69133 -0.71551
N -0.87074 -1.39960 -0.83188
C -1.44069 -0.92873 -1.97533
H -2.19234 1.66821 -0.57650
H -0.74708 2.01577 -1.22087
H -2.39793 2.02067 -3.30149
H -3.02765 0.51874 -5.18965
H -2.64039 -1.91309 -5.01626
H -1.77825 -3.85366 -3.66979
H -0.75822 -4.66946 -1.56025
H -0.15540 -3.01465 0.19623
```

expectation value of S²: 0.7831
LUMO level (alpha / beta): -0.292 / -0.278 hartree
total charge: +2
HOMO level (alpha / beta): -0.5254 / -0.5250 Eh
orbital gap (alpha / beta): 6.3 / 6.7 eV
spin multiplicity: 2

Here is what Mulliken gives for the atomic charges, in e: number 1, Ru, carries 0.284; number 2, C, carries -1.435; number 3, C, carries 0.869; number 4, C, carries -1.603; number 5, C, carries 1.018; number 6, C, carries 0.021; number 7, C, carries -1.279; number 8, C, carries 1.741; number 9, C, carries -1.630; number 10, C, carries -1.222; number 11, C, carries -1.536; number 12, H, carries 0.433; number 13, H, carries 0.371; number 14, H, carries 0.345; number 15, H, carries 0.059; number 16, H, carries 0.377; number 17, H, carries 0.435; number 18, H, carries 0.352; number 19, H, carries 0.602; number 20, H, carries 0.512; number 21, H, carries 0.193; number 22, H, carries 0.405; number 23, H, carries 0.451; number 24, H, carries 0.655; number 25, H, carries 0.433; number 26, O, carries -0.631; number 27, C, carries 0.061; number 28, O, carries -0.337; number 29, C, carries -0.743; number 30, P, carries 2.000; number 31, C, carries 0.225; number 32, C, carries -0.014; number 33, C, carries -0.946; number 34, C, carries -0.641; number 35, C, carries -0.574; number 36, C, carries -0.822; number 37, C, carries -0.212; number 38, C, carries 0.436; number 39, C, carries -0.756; number 40, C, carries -0.557; number 41, C, carries -0.755; number 42, C, carries -0.535; number 43, H, carries 0.592; number 44, H, carries 0.414; number 45, H, carries 0.449; number 46, H, carries 0.514; number 47, H, carries 0.433; number 48, H, carries 0.478; number 49, H, carries 0.395; number 50, H, carries 0.308; number 51, H, carries 0.456; number 52, H, carries 0.422; number 53, H, carries 0.442; number 54, H, carries 0.383; number 55, N, carries -0.174; number 56, C, carries 0.354; number 57, C, carries -0.237; number 58, C, carries -0.902; number 59, C, carries -0.955; number 60, C, carries 0.939; number 61, C, carries -0.866; number 62, C, carries -1.170; number 63, C, carries -0.951; number 64, N, carries 1.813; number 65, C, carries -0.661; number 66, H, carries 0.474; number 67, H, carries -0.009; number 68, H, carries 0.530; number 69, H, carries 0.458; number 70, H, carries 0.480; number 71, H, carries 0.507; number 72, H, carries 0.518; number 73, H, carries 0.517

Record-wise energy above the lowest of the compared OMol25 structures with the same formula, charge and spin values, in eV: 23.766; 1.602
Record-wise E_tot values, in eV: -52780.3798; -53704.0751